#a
Below is a cluster of 2 separate species, CH9N3 in total, with properties calculated with ωB97M-V/def2-TZVPD.

Positions of all 13 atoms, in Å:
N1 3.924 2.118 -1.232
H1 3.225 2.786 -0.950
H2 4.840 2.491 -1.171
H3 3.848 1.254 -0.723
N2 -0.564 -1.009 0.750
C1 -2.033 -0.650 0.588
N3 -2.778 -1.546 -0.205
H4 -0.112 -0.129 0.585
H5 -0.366 -1.227 1.717
H6 -2.447 -0.458 1.578
H7 -2.048 0.329 0.105
H8 -2.566 -1.476 -1.186
H9 -2.924 -2.484 0.143

Computed properties:
* spin multiplicity: 1
* frontier orbital gap: 10.13 eV
* LUMO: 0.9 eV
* total charge: 0

---

#b
Below is a cluster of 2 separate species, CH9N3 in total, with properties calculated with ωB97M-V/def2-TZVPD.

Positions of all 13 atoms, in Å:
N1 5.513 2.462 -3.719
H1 5.424 3.470 -3.907
H2 4.521 2.079 -3.479
H3 5.479 2.001 -4.626
N2 -3.374 -1.853 1.720
C1 -1.960 -1.407 1.812
N3 -1.847 0.009 2.192
H4 -3.747 -1.999 0.782
H5 -4.043 -1.774 2.521
H6 -1.422 -2.117 2.429
H7 -1.460 -1.639 0.784
H8 -2.253 0.531 1.394
H9 -0.830 0.235 2.097

Computed properties:
* spin multiplicity: 1
* frontier orbital gap: 10.13 eV
* LUMO: 1.2 eV
* total charge: 0

---

#c
Below is a cluster of 2 separate species, CH9N3 in total, with properties calculated with ωB97M-V/def2-TZVPD.

Positions of all 13 atoms, in Å:
N1 -0.609 2.823 1.398
H1 -0.650 2.011 0.927
H2 0.100 3.355 0.975
H3 -1.481 3.279 1.194
N2 0.628 -2.185 0.053
C1 0.505 -0.768 -0.238
N3 -0.432 -0.230 -1.163
H4 -0.211 -2.664 -0.007
H5 1.379 -2.642 -0.557
H6 0.354 -0.238 0.779
H7 1.560 -0.418 -0.488
H8 0.077 -0.072 -2.094
H9 -1.271 -0.853 -1.321

Computed properties:
* spin multiplicity: 1
* frontier orbital gap: 10.41 eV
* LUMO: 1.0 eV
* total charge: 0

---

#d
Below is a cluster of 2 separate species, CH9N3 in total, with properties calculated with ωB97M-V/def2-TZVPD.

Positions of all 13 atoms, in Å:
N1 -3.651 5.363 1.088
H1 -2.711 4.987 1.006
H2 -3.961 5.059 2.018
H3 -4.196 4.819 0.424
N2 2.678 -1.511 -0.584
C1 1.644 -2.282 0.088
N3 0.490 -2.704 -0.702
H4 2.237 -0.826 -1.185
H5 3.216 -2.107 -1.200
H6 1.248 -1.703 0.932
H7 2.075 -3.138 0.592
H8 0.400 -2.257 -1.601
H9 0.530 -3.701 -0.873

Computed properties:
* spin multiplicity: 1
* frontier orbital gap: 10.33 eV
* LUMO: 1.1 eV
* total charge: 0

---

Stability ranking, top entry: #d; the second entry is 0.0038 hartree less favorable.

---

#a
Below is a structure of composition ClHg2, with properties calculated with ωB97M-V/def2-TZVPD.

Positions of all 3 atoms, in Å:
Hg1 0.847 -0.968 -1.703
Hg2 -1.479 1.281 0.656
Cl1 0.632 -0.313 1.047

Computed properties:
* spin multiplicity: 1
* frontier orbital gap: 7.52 eV
* LUMO: -19.4 eV
* total charge: +3

---

#b
Below is a structure of composition ClHg2, with properties calculated with ωB97M-V/def2-TZVPD.

Positions of all 3 atoms, in Å:
Hg1 -14.414 -13.969 -11.169
Hg2 -10.648 -15.084 -13.462
Cl1 -13.208 -15.132 -13.177

Computed properties:
* spin multiplicity: 1
* frontier orbital gap: 7.94 eV
* LUMO: -19.0 eV
* total charge: +3

---

Stability ranking, top entry: #b; the second entry is 0.0357 hartree less favorable.

---

#a
Below is the ion C4H12N2P with charge +1, with properties calculated with ωB97M-V/def2-TZVPD.

Positions of all 19 atoms, in Å:
C1 3.148 -0.764 0.787
C2 -1.446 1.136 0.894
C3 -1.421 -1.080 -0.026
C4 -0.063 0.611 -1.109
N1 2.171 -0.110 0.310
N2 -0.626 0.083 0.155
P1 2.021 1.067 -0.862
H1 3.111 -1.605 1.506
H2 4.249 -0.456 0.816
H3 -2.284 1.409 0.401
H4 -2.081 0.772 1.793
H5 -0.818 2.065 1.083
H6 -2.381 -0.950 -0.433
H7 -0.896 -1.824 -0.571
H8 -1.317 -1.651 0.976
H9 -0.435 1.599 -1.441
H10 -0.265 -0.140 -1.855
H11 0.254 -0.036 0.657
H12 2.174 0.324 -1.916

Computed properties:
* spin multiplicity: 1
* frontier orbital gap: 9.75 eV
* LUMO: -3.3 eV
* total charge: +1

---

#b
Below is the ion C4H12N2P with charge +1, with properties calculated with ωB97M-V/def2-TZVPD.

Positions of all 19 atoms, in Å:
C1 0.492 -0.659 1.286
C2 0.706 -1.434 -0.038
C3 0.439 0.794 0.668
C4 -0.644 0.484 -0.395
N1 1.632 1.120 -0.054
N2 -0.331 -0.886 -0.986
P1 -2.423 0.410 0.240
H1 -0.514 -0.921 1.655
H2 1.428 -0.922 1.805
H3 1.655 -1.090 -0.425
H4 0.561 -2.514 -0.039
H5 0.045 1.526 1.334
H6 -0.535 1.452 -1.304
H7 1.637 2.156 -0.272
H8 2.486 0.793 0.414
H9 0.127 -0.824 -1.895
H10 -1.250 -1.287 -0.949
H11 -2.929 0.116 -1.075
H12 -2.581 1.690 0.030

Computed properties:
* spin multiplicity: 1
* frontier orbital gap: 10.57 eV
* LUMO: -3.2 eV
* total charge: +1

---

Stability ranking, top entry: #b; the second entry is 0.0413 hartree less favorable.

---

#a
Below is a cluster of 2 separate species, C3H6NO5S2 in total, with properties calculated with ωB97M-V/def2-TZVPD.

Positions of all 17 atoms, in Å:
C1 0.193 0.399 1.953
C2 1.439 2.229 0.712
C3 0.835 0.853 0.754
N1 -0.431 -1.840 -2.053
O1 -0.018 -0.913 2.029
O2 1.449 -1.622 0.071
O3 -0.151 1.134 2.840
O4 3.203 -0.016 0.342
O5 1.716 0.128 -1.591
S1 -0.071 2.070 -0.284
S2 1.917 -0.233 -0.221
H1 2.484 2.222 0.285
H2 1.206 2.796 1.532
H3 0.512 -1.383 1.275
H4 -0.269 -1.453 -2.928
H5 0.434 -2.320 -1.811
H6 -0.417 -0.961 -1.451

Computed properties:
* spin multiplicity: 1
* frontier orbital gap: 8.88 eV
* LUMO: 3.1 eV
* total charge: -1

---

#b
Below is the ion C3H6NO5S2 with charge -1, with properties calculated with ωB97M-V/def2-TZVPD.

Positions of all 17 atoms, in Å:
C1 -1.281 -0.610 -0.722
C2 -0.277 1.419 0.578
C3 -0.088 0.131 -0.170
N1 1.139 0.330 -1.124
O1 -1.075 -1.885 -1.088
O2 1.157 -2.177 0.341
O3 -2.390 -0.143 -0.706
O4 -0.104 -1.318 2.210
O5 1.914 -0.194 1.446
S1 -0.780 2.828 -0.538
S2 0.803 -1.025 1.140
H1 0.545 1.613 1.160
H2 -1.188 1.273 1.275
H3 -0.311 -2.391 -0.649
H4 1.426 -0.576 -1.336
H5 1.821 0.706 -0.452
H6 -1.312 2.019 -1.366

Computed properties:
* spin multiplicity: 1
* frontier orbital gap: 8.77 eV
* LUMO: 3.2 eV
* total charge: -1

---

Stability ranking, top entry: #b; the second entry is 0.0058 hartree less favorable.

---

#a
Below is a cluster of 2 separate species, C4H7NSi in total, with properties calculated with ωB97M-V/def2-TZVPD.

Positions of all 13 atoms, in Å:
C1 3.244 0.524 1.022
C2 2.162 0.946 0.585
C3 -0.275 -1.801 -0.347
C4 -0.560 -0.901 0.547
N1 0.089 -2.668 -1.109
Si1 -1.777 0.501 0.008
H1 4.174 0.068 1.224
H2 1.429 1.428 -0.078
H3 0.150 -0.809 1.404
H4 0.696 -2.592 -1.820
H5 -1.097 1.816 -0.003
H6 -2.884 0.737 0.963
H7 -2.144 -0.242 -1.288

Computed properties:
* spin multiplicity: 1
* frontier orbital gap: 9.79 eV
* LUMO: 0.9 eV
* total charge: 0

---

#b
Below is an isolated molecule of C4H7NSi, with properties calculated with ωB97M-V/def2-TZVPD.

Positions of all 13 atoms, in Å:
C1 0.153 -2.208 -0.578
C2 0.153 -1.760 0.820
C3 -1.017 -1.421 -0.505
C4 -0.365 -0.450 0.545
N1 -1.113 0.626 1.744
Si1 0.005 1.391 -0.514
H1 0.147 -3.222 -0.958
H2 -0.181 -2.575 1.599
H3 -1.806 0.031 1.088
H4 -1.316 0.493 2.739
H5 1.357 1.830 0.137
H6 -1.312 2.123 -0.428
H7 0.577 1.615 -1.925

Computed properties:
* spin multiplicity: 1
* frontier orbital gap: 8.94 eV
* LUMO: -0.1 eV
* total charge: 0

---

Stability ranking, top entry: #a; the second entry is 0.1745 hartree less favorable.

---

#a
Below is a cluster of 13 separate species, C4H34N2O14 in total, with properties calculated with ωB97M-V/def2-TZVPD.

Positions of all 54 atoms, in Å:
N1 -1.055 1.047 -1.721
C1 -0.367 0.565 -0.516
C2 -1.039 0.538 0.693
N2 -0.336 0.476 1.915
C3 1.073 0.190 2.004
C4 2.070 1.347 1.975
O1 2.499 1.559 0.597
O2 -2.310 0.497 0.797
H1 -2.051 0.803 -1.632
H2 -0.722 0.590 -2.573
H3 -0.828 2.048 -1.795
H4 1.778 2.034 0.163
H5 0.658 0.283 -0.639
H6 -0.882 0.644 2.756
H7 1.121 -0.414 2.926
H8 1.527 -0.505 1.295
H9 3.010 1.085 2.467
H10 1.738 2.327 2.323
H11 -3.153 -1.137 -1.651
H12 -3.208 0.097 -0.690
O3 -3.385 -0.197 -1.612
H13 -1.545 -3.390 -1.143
H14 -1.473 -2.565 -2.476
O4 -2.069 -3.042 -1.869
H15 -3.438 -2.805 0.641
H16 -2.816 -1.419 0.917
O5 -2.646 -2.374 0.978
H17 3.668 -2.099 0.568
H18 3.820 -0.890 1.484
O6 4.162 -1.776 1.331
H19 1.420 -2.935 -0.533
H20 1.002 -1.620 -0.025
O7 1.699 -2.006 -0.576
H21 -0.276 4.464 -1.385
H22 -0.537 3.703 0.001
O8 -0.339 3.609 -0.954
H23 3.169 0.515 -0.968
H24 3.002 -0.833 -1.785
O9 3.276 0.090 -1.832
H25 2.093 2.469 -3.800
H26 2.277 1.420 -2.670
O10 1.729 1.653 -3.447
H27 -0.765 -4.608 0.582
H28 -1.135 -3.104 0.702
O11 -0.375 -3.730 0.574
H29 0.198 -1.940 -3.871
H30 0.556 -1.162 -2.567
O12 -0.170 -1.438 -3.138
H31 -1.281 2.807 2.032
H32 -2.404 2.799 1.005
O13 -1.731 3.373 1.392
H33 -2.509 0.990 4.553
H34 -1.085 0.684 4.871
O14 -1.616 1.282 4.326

Computed properties:
* spin multiplicity: 1
* frontier orbital gap: 7.71 eV
* LUMO: 0.2 eV
* total charge: 0

---

#b
Below is a cluster of 13 separate species, C4H34N2O14 in total, with properties calculated with ωB97M-V/def2-TZVPD.

Positions of all 54 atoms, in Å:
O1 -0.868 2.406 0.106
C1 -1.316 1.330 -0.194
C2 -0.420 0.129 -0.330
C3 -1.251 -1.160 0.022
O2 -2.198 -1.512 -0.962
N1 0.746 0.079 0.571
C4 2.033 0.439 -0.009
N2 2.881 -0.566 -0.637
H1 -2.342 1.201 -0.580
H2 0.028 0.138 -1.333
H3 -0.622 -1.970 0.356
H4 -1.812 -0.903 0.907
H5 -3.055 -1.079 -0.731
H6 0.474 0.611 1.422
H7 1.818 1.136 -0.885
H8 2.673 0.985 0.664
H9 2.381 -1.262 -1.183
H10 3.408 -1.102 0.048
H11 -4.516 0.017 1.145
H12 -3.267 0.687 1.799
O3 -3.632 0.330 0.926
H13 0.602 -1.199 -3.421
H14 1.214 -0.902 -4.762
O4 1.462 -1.209 -3.884
H15 -2.206 1.796 -2.129
H16 -2.638 2.373 -3.433
O5 -1.877 1.888 -3.064
H17 0.012 2.466 -3.646
H18 0.652 1.120 -3.288
O6 0.732 2.072 -3.154
H19 2.127 -3.509 -1.945
H20 0.657 -3.903 -1.425
O7 1.608 -3.936 -1.252
H21 0.907 -1.941 1.517
H22 1.664 -3.102 0.970
O8 1.123 -2.866 1.731
H23 2.360 3.957 0.449
H24 0.845 4.354 0.424
O9 1.730 4.628 0.723
H25 -1.331 -1.062 -2.571
H26 -1.428 0.272 -3.327
O10 -1.105 -0.666 -3.423
H27 0.995 1.263 3.404
H28 0.550 -0.215 3.627
O11 0.262 0.648 3.300
H29 -1.466 0.487 3.130
H30 -2.336 1.628 3.735
O12 -2.347 0.924 3.083
H31 -0.540 -2.783 2.535
H32 -1.730 -3.322 3.258
O13 -1.418 -2.504 2.854
H33 3.207 0.367 2.635
H34 3.540 1.857 2.983
O14 3.031 1.086 3.247

Computed properties:
* spin multiplicity: 1
* frontier orbital gap: 9.39 eV
* LUMO: 0.1 eV
* total charge: 0

---

Stability ranking, top entry: #a; the second entry is 0.0488 hartree less favorable.